Density functional theory data (wB97M-V/def2-TZVPD) for C41H35BrN10O5SSr as an isolated structure.

CARTESIAN COORDINATES (ANGSTROEM)
Sr  -0.462  -0.635  0.132
C  2.150  -2.419  1.379
C  3.014  -1.355  0.689
N  2.258  -0.343  -0.048
C  2.583  1.045  0.266
C  2.149  1.406  1.684
N  0.776  1.005  1.984
C  0.573  0.325  3.254
C  1.257  -1.053  3.268
N  0.999  -1.852  2.072
H  2.794  -3.003  2.054
H  1.772  -3.113  0.627
H  3.715  -1.873  0.027
H  3.633  -0.849  1.435
H  2.309  -0.511  -1.045
H  2.049  1.683  -0.440
H  3.654  1.266  0.161
H  2.297  2.481  1.834
H  2.810  0.914  2.401
H  0.140  1.782  1.855
H  -0.502  0.195  3.395
H  0.949  0.897  4.116
H  0.945  -1.587  4.173
H  2.337  -0.918  3.359
H  0.315  -2.575  2.237
S  -6.377  1.429  5.882
N  -5.901  2.218  4.553
C  -5.037  1.431  3.929
C  -4.369  1.741  2.684
C  -4.588  2.913  1.960
C  -3.920  3.082  0.770
C  -3.031  2.090  0.344
N  -2.792  0.985  1.032
C  -3.465  0.802  2.174
C  -3.236  -0.482  2.866
N  -2.378  -1.327  2.287
C  -2.208  -2.516  2.844
C  -2.831  -2.912  4.029
C  -3.684  -2.029  4.652
C  -3.908  -0.790  4.056
C  -4.814  0.203  4.596
N  -5.511  0.073  5.715
H  -5.281  3.657  2.329
H  -4.063  3.962  0.160
H  -2.486  2.183  -0.582
H  -1.579  -3.205  2.291
H  -2.643  -3.898  4.429
H  -4.190  -2.286  5.573
Br  6.075  2.406  -1.301
C  4.774  3.220  -2.409
C  3.832  2.422  -3.048
C  2.863  3.007  -3.844
C  2.851  4.388  -3.996
C  3.827  5.170  -3.402
C  4.786  4.592  -2.584
N  1.942  5.083  -4.895
N  0.736  4.823  -4.936
C  0.149  3.894  -4.015
C  -0.570  2.848  -4.535
C  -1.013  1.796  -3.726
C  -0.754  1.782  -2.350
O  -1.037  0.800  -1.583
C  -0.161  2.987  -1.778
N  -0.065  3.055  -0.421
C  0.411  4.146  0.117
C  0.831  5.271  -0.624
C  0.770  5.211  -1.984
C  0.284  4.038  -2.611
H  3.852  1.348  -2.922
H  2.119  2.384  -4.324
H  3.830  6.238  -3.575
H  5.537  5.202  -2.101
H  -0.733  2.806  -5.605
H  -1.519  0.943  -4.157
H  0.465  4.179  1.203
H  1.184  6.155  -0.111
H  1.067  6.055  -2.592
O  0.350  -2.274  -1.547
C  -0.308  -3.199  -1.014
O  -1.117  -3.025  -0.057
C  -0.109  -4.605  -1.511
C  0.958  -4.886  -2.355
C  1.197  -6.178  -2.827
C  0.314  -7.148  -2.420
O  0.316  -8.479  -2.744
C  -0.804  -9.052  -2.071
O  -1.465  -8.023  -1.347
C  -0.754  -6.871  -1.581
C  -0.993  -5.611  -1.101
H  1.592  -4.061  -2.650
H  2.024  -6.409  -3.483
H  -0.448  -9.813  -1.372
H  -1.490  -9.469  -2.814
H  -1.818  -5.387  -0.442

## Properties
- relative energy (zero: lowest compared OMol25 entry of this formula, charge and spin) (kcal per mole) = 0.0
- gap between HOMO and LUMO (eV) = 6.1
- energy (eV) = -149941.28193
- total charge = 0
- highest occupied orbital energy (Eh) = -0.251

***

Density functional theory data (wB97M-V/def2-TZVPD) for C41H35ClCrN2Si2 as an isolated structure.

CARTESIAN COORDINATES (ANGSTROEM)
C  -1.345  -0.261  1.494
C  -1.981  0.271  0.322
C  -1.936  -0.740  -0.700
H  -2.535  1.207  0.274
C  -1.190  -1.856  -0.176
C  -0.867  -1.561  1.192
H  -0.445  -2.257  1.914
H  -1.343  0.205  2.480
H  -2.455  -0.702  -1.657
H  -1.029  -2.810  -0.682
Cr  0.127  -0.090  -0.361
Si  0.633  0.191  -2.706
C  -0.175  1.723  -3.407
C  0.471  2.471  -4.402
H  1.485  2.195  -4.708
C  -0.172  3.517  -5.055
H  0.322  4.018  -5.887
C  -1.459  3.904  -4.670
H  -1.985  4.689  -5.221
C  -2.064  3.235  -3.604
H  -3.057  3.535  -3.271
C  -1.426  2.169  -2.955
H  -1.911  1.674  -2.105
C  0.027  -1.363  -3.513
C  -1.083  -1.311  -4.361
H  -1.494  -0.338  -4.646
C  -1.668  -2.495  -4.823
H  -2.550  -2.431  -5.459
C  -1.130  -3.740  -4.485
H  -1.583  -4.657  -4.871
C  0.016  -3.787  -3.680
H  0.442  -4.758  -3.419
C  0.613  -2.606  -3.223
H  1.538  -2.648  -2.638
H  2.066  0.271  -2.986
Si  2.524  0.495  -7.618
C  1.985  -1.142  -8.277
C  1.110  -1.180  -9.371
H  0.845  -0.252  -9.886
C  0.559  -2.398  -9.775
H  -0.129  -2.417  -10.620
C  0.888  -3.575  -9.097
H  0.425  -4.518  -9.385
C  1.818  -3.546  -8.051
H  2.121  -4.466  -7.551
C  2.370  -2.332  -7.640
H  3.088  -2.308  -6.816
C  1.437  1.820  -8.320
C  0.093  1.938  -7.945
H  -0.340  1.239  -7.225
C  -0.695  2.965  -8.474
H  -1.732  3.064  -8.146
C  -0.157  3.860  -9.407
H  -0.772  4.680  -9.788
C  1.164  3.695  -9.842
H  1.564  4.360  -10.610
C  1.961  2.686  -9.295
H  2.998  2.555  -9.616
H  3.982  0.784  -7.764
Cl  2.459  0.164  -5.555
C  3.187  -2.673  1.381
C  2.195  -2.185  0.529
N  1.778  -0.902  0.580
C  2.272  -0.071  1.547
C  3.207  -0.534  2.509
C  3.701  -1.848  2.378
C  3.533  0.370  3.575
C  2.940  1.603  3.694
C  1.969  2.087  2.755
C  1.251  3.290  2.870
C  0.262  3.585  1.952
C  0.003  2.702  0.904
N  0.688  1.544  0.762
C  1.672  1.233  1.656
H  3.517  -3.696  1.245
H  1.716  -2.810  -0.220
H  4.464  -2.203  3.064
H  4.267  0.031  4.307
H  3.191  2.260  4.526
H  1.475  3.970  3.698
H  -0.345  4.488  2.013
H  -0.762  2.900  0.158

## Properties
- relative energy (zero: lowest compared OMol25 entry of this formula, charge and spin) (kcal per mole) = 0.0
- gap between HOMO and LUMO (alpha / beta) (eV) = 6.7 / 6.1
- energy (eV) = -102761.16452
- multiplicity = 4
- expectation value of S² = 3.877
- total charge = +1
- highest occupied orbital energy (alpha / beta) (Eh) = -0.385 / -0.371

***

Density functional theory data (wB97M-V/def2-TZVPD) for C41H35Co2O10P as an isolated structure.

CARTESIAN COORDINATES (ANGSTROEM)
C  -3.568  4.975  -4.830
C  -2.996  5.262  -3.463
O  -2.424  4.066  -2.851
C  -2.330  4.237  -1.514
C  -1.753  3.076  -0.724
C  -2.275  1.752  -1.014
C  -2.556  0.840  0.147
O  -2.439  1.353  -2.177
C  -1.369  3.543  0.626
O  -1.599  2.989  1.700
O  -0.777  4.755  0.571
C  -0.876  5.533  1.804
C  -0.781  6.985  1.444
O  -2.777  5.240  -0.959
H  -4.150  5.868  -5.098
H  -2.804  4.836  -5.608
H  -4.262  4.121  -4.805
H  -2.209  6.036  -3.511
H  -3.816  5.626  -2.830
H  -2.685  1.405  1.071
H  -3.403  0.162  -0.014
H  -1.658  0.227  0.246
H  -1.845  5.325  2.278
H  -0.054  5.223  2.459
H  -0.562  7.590  2.324
H  -0.023  7.194  0.688
H  -1.740  7.318  1.053
O  5.351  -2.328  -2.421
C  4.276  -2.209  -2.008
Co  2.690  -1.903  -1.320
C  2.176  -0.504  -2.314
O  1.802  0.278  -3.080
C  1.765  -3.286  -1.912
O  1.129  -4.169  -2.309
C  2.686  -2.349  0.416
C  3.190  -1.031  0.205
C  3.831  0.118  0.555
C  4.519  0.989  -0.412
C  5.903  0.826  -0.576
C  6.616  1.649  -1.439
C  5.944  2.655  -2.153
C  4.553  2.795  -2.028
C  3.843  1.967  -1.163
Co  1.375  -1.241  1.145
C  0.794  0.330  0.636
O  0.576  1.398  0.227
C  1.640  -1.155  2.869
O  1.610  -1.155  4.031
P  -0.224  -2.587  1.116
C  -1.434  -2.429  -0.253
C  -2.742  -2.928  -0.115
C  -3.642  -2.816  -1.174
C  -3.239  -2.242  -2.383
C  -1.957  -1.713  -2.505
C  -1.060  -1.786  -1.443
C  0.257  -4.357  1.137
C  -0.368  -5.299  0.304
C  -0.011  -6.647  0.392
C  0.993  -7.054  1.273
C  1.674  -6.111  2.042
C  1.305  -4.764  1.986
C  -1.286  -2.334  2.599
C  -1.555  -3.348  3.535
C  -2.243  -3.031  4.712
C  -2.702  -1.731  4.945
C  -2.474  -0.732  3.993
C  -1.748  -1.031  2.840
H  3.087  -3.262  0.825
H  4.035  0.283  1.623
H  6.386  0.063  0.024
H  7.691  1.503  -1.546
H  6.505  3.301  -2.828
H  4.023  3.558  -2.600
H  2.777  2.102  -0.979
H  -3.051  -3.397  0.823
H  -4.659  -3.188  -1.063
H  -3.923  -2.185  -3.228
H  -1.643  -1.220  -3.424
H  -0.065  -1.329  -1.539
H  -1.136  -4.983  -0.403
H  -0.515  -7.376  -0.241
H  1.262  -8.107  1.352
H  2.498  -6.407  2.689
H  1.842  -4.028  2.592
H  -1.214  -4.369  3.352
H  -2.416  -3.807  5.457
H  -3.224  -1.483  5.868
H  -2.834  0.288  4.142
H  -1.516  -0.229  2.137

## Properties
- relative energy (zero: lowest compared OMol25 entry of this formula, charge and spin) (kcal per mole) = 30.2
- gap between HOMO and LUMO (eV) = 5.1
- energy (eV) = -148100.33449
- total charge = -2
- highest occupied orbital energy (Eh) = -0.029